Here is a 7-piece molecular cluster, C32H65NO19P overall from the OMol25 dataset. Energies are from ωB97M-V with the def2-TZVPD basis set.

Output
Frontier orbital gap = 6.684 eV
E_tot = -83911.1721 eV
Total charge = +1

Cartesian coordinates (Å):
1 C 4.457 5.871 4.021
2 C 3.281 6.575 4.105
3 P 3.358 8.348 4.076
4 C 1.826 9.123 3.487
5 C 0.802 8.170 2.853
6 N -0.241 7.775 3.798
7 C -0.966 8.948 4.338
8 C -2.226 8.537 5.097
9 C -1.196 6.985 3.004
10 C -1.257 5.530 3.312
11 O -1.903 7.531 2.147
12 H 4.615 5.087 3.289
13 H 5.245 6.141 4.720
14 H 2.306 6.109 4.227
15 H 3.638 8.883 5.341
16 H 4.432 8.740 3.287
17 H 1.436 9.700 4.319
18 H 2.131 9.846 2.729
19 H 0.420 8.624 1.935
20 H 1.310 7.259 2.536
21 H -0.306 9.423 5.065
22 H -1.178 9.698 3.573
23 H -2.116 7.518 5.469
24 H -2.369 9.168 5.969
25 H -3.097 8.574 4.450
26 H -2.208 5.167 2.924
27 H -1.236 5.328 4.380
28 H -0.482 4.968 2.801
29 C -0.497 -1.326 2.411
30 C -0.904 -0.026 1.758
31 O -0.465 1.128 2.513
32 C 0.822 1.416 2.426
33 O 1.653 0.850 1.772
34 O 1.062 2.481 3.213
35 C 2.433 2.856 3.278
36 H -0.859 -1.365 3.438
37 H -0.917 -2.164 1.857
38 H 0.586 -1.436 2.431
39 H -1.987 0.062 1.729
40 H -0.537 0.047 0.736
41 H 2.839 3.028 2.282
42 H 3.013 2.091 3.790
43 H 2.469 3.777 3.855
44 C 1.730 0.714 -2.994
45 C 1.265 -0.133 -1.829
46 O 0.619 -1.341 -2.260
47 C 1.431 -2.293 -2.706
48 O 2.634 -2.233 -2.749
49 O 0.697 -3.331 -3.085
50 C 1.453 -4.415 -3.637
51 H 0.898 0.925 -3.666
52 H 2.138 1.658 -2.631
53 H 2.501 0.204 -3.568
54 H 0.509 0.401 -1.258
55 H 2.082 -0.374 -1.150
56 H 2.228 -4.742 -2.949
57 H 1.892 -4.117 -4.588
58 H 0.759 -5.233 -3.805
59 C 4.432 -3.864 -0.748
60 C 5.927 -3.656 -0.789
61 O 6.625 -4.435 0.199
62 C 6.740 -5.730 -0.076
63 O 6.351 -6.285 -1.070
64 O 7.377 -6.314 0.938
65 C 7.514 -7.732 0.809
66 H 4.048 -3.666 0.256
67 H 3.936 -3.197 -1.458
68 H 4.175 -4.893 -1.002
69 H 6.171 -2.623 -0.548
70 H 6.336 -3.872 -1.776
71 H 7.993 -7.992 -0.132
72 H 6.541 -8.213 0.877
73 H 8.138 -8.051 1.638
74 C 0.034 -9.736 -8.521
75 C -0.173 -8.563 -7.589
76 O 0.702 -8.611 -6.450
77 C 1.968 -8.277 -6.689
78 O 2.424 -7.919 -7.741
79 O 2.648 -8.404 -5.549
80 C 4.052 -8.161 -5.684
81 H -0.072 -10.676 -7.978
82 H -0.701 -9.709 -9.325
83 H 1.028 -9.715 -8.964
84 H -1.177 -8.589 -7.168
85 H -0.051 -7.611 -8.104
86 H 4.239 -7.187 -6.130
87 H 4.513 -8.941 -6.287
88 H 4.476 -8.181 -4.684
89 C -4.796 3.586 1.223
90 C -5.852 2.503 1.228
91 O -5.818 1.714 2.427
92 C -6.324 2.294 3.514
93 O -6.814 3.390 3.570
94 O -6.202 1.442 4.527
95 C -6.652 1.952 5.787
96 H -3.809 3.152 1.396
97 H -4.790 4.105 0.265
98 H -4.980 4.317 2.009
99 H -5.655 1.803 0.422
100 H -6.849 2.913 1.075
101 H -7.677 2.305 5.718
102 H -6.002 2.758 6.121
103 H -6.595 1.122 6.485
104 C -5.707 -2.456 -4.760
105 C -4.432 -2.793 -4.020
106 O -4.120 -1.825 -3.004
107 C -4.853 -1.899 -1.900
108 O -5.714 -2.701 -1.662
109 O -4.452 -0.926 -1.077
110 C -5.198 -0.834 0.138
111 H -5.650 -1.450 -5.176
112 H -5.865 -3.164 -5.574
113 H -6.570 -2.498 -4.097
114 H -3.581 -2.765 -4.697
115 H -4.472 -3.787 -3.576
116 H -5.207 -1.783 0.669
117 H -6.217 -0.512 -0.070
118 H -4.698 -0.090 0.749

Atoms 1-3, force components in eV/Å:
C -1.10 0.86 0.21
C 0.98 -0.58 0.36
P -0.42 0.02 1.50

Atomic partial charges in e from the Mulliken method, atoms 1 to 8: -0.487 -0.303 0.060 -0.624 -1.109 0.152 -0.375 -1.319